{
  "formula": "C42H58Br18N3O9",
  "method": "the ωB97M-V functional and the def2-TZVPD basis",
  "multiplicity": 1,
  "charge": 1,
  "homo_ev": -9.8,
  "orbital_gap_ev": 7.290,
  "e_lumo_ev": -2.6,
  "species": ["C", "C", "C", "C", "N", "C", "C", "C", "C", "C", "C", "C", "H", "H", "H", "H", "H", "H", "H", "H", "H", "H", "H", "H", "H", "H", "H", "H", "H", "H", "H", "H", "H", "H", "H", "H", "C", "Br", "Br", "Br", "H", "C", "Br", "Br", "Br", "H", "C", "Br", "Br", "Br", "H", "C", "Br", "Br", "Br", "H", "C", "Br", "Br", "Br", "H", "C", "Br", "Br", "Br", "H", "C", "C", "C", "C", "C", "C", "O", "O", "H", "H", "H", "H", "H", "H", "C", "C", "C", "C", "C", "C", "O", "O", "H", "H", "H", "H", "H", "H", "C", "C", "C", "C", "C", "C", "O", "O", "H", "H", "H", "H", "H", "H", "C", "C", "C", "C", "C", "C", "O", "O", "H", "H", "H", "H", "H", "H", "C", "O", "N", "N", "H", "H", "H", "H"],
  "coordinates": [[3.86053, 0.88383, 0.72662], [2.87000, -0.25430, 0.43673], [1.71918, -0.28098, 1.46338], [0.64780, -1.28751, 1.02799], [-0.75246, -1.05131, 1.50196], [-0.89669, -1.13721, 2.98600], [-1.65717, -2.40683, 3.39530], [-1.64234, -3.29869, 2.12974], [-1.54821, -2.28276, 0.99381], [-1.28735, 0.21244, 0.87013], [-2.66789, 0.56024, 1.36237], [-3.35511, 1.85271, 0.85549], [3.41099, 1.81699, 1.05221], [4.57576, 0.91546, -0.09437], [4.46038, 0.56354, 1.58623], [3.34450, -1.23727, 0.41417], [2.42236, -0.12460, -0.54453], [1.39855, 0.76060, 1.50507], [2.07524, -0.56833, 2.45439], [0.89883, -2.32312, 1.25356], [0.53161, -1.34024, -0.05790], [-1.33975, -0.27933, 3.48383], [0.09695, -1.15848, 3.43775], [-2.65980, -2.15684, 3.73331], [-1.12797, -2.96246, 4.16742], [-2.55726, -3.88455, 2.19086], [-0.79692, -3.98148, 2.19131], [-2.55182, -2.00732, 0.66880], [-1.07680, -2.63405, 0.07673], [-1.33426, -0.01969, -0.19907], [-0.53382, 0.99590, 0.88917], [-2.75384, 0.62768, 2.45466], [-3.40637, -0.23853, 1.23945], [-3.62389, 1.67666, -0.19044], [-2.58835, 2.62194, 0.75754], [-4.20155, 2.11305, 1.46968], [3.85203, 1.64068, 5.77165], [5.35011, 0.95983, 4.82308], [3.55888, 0.55308, 7.42061], [2.27557, 1.94091, 4.68907], [4.20298, 2.57425, 6.18896], [-1.88697, 3.12590, 4.68219], [-1.80702, 1.49447, 5.74021], [-3.72800, 3.27714, 3.97600], [-0.63462, 3.15924, 3.25632], [-1.72486, 3.95392, 5.35849], [-5.91016, -1.73274, 5.64977], [-6.64270, -3.48592, 5.16068], [-4.94146, -0.88097, 4.14625], [-4.88253, -1.74459, 7.31608], [-6.78556, -1.11191, 5.77494], [-6.77325, -2.60155, 0.32141], [-5.76583, -4.16147, 0.98918], [-5.58961, -1.21234, -0.42858], [-7.74278, -1.79269, 1.78095], [-7.37990, -2.95449, -0.50042], [-6.44912, 3.60395, 0.97928], [-6.48136, 4.97929, 2.41492], [-7.70328, 3.94223, -0.45742], [-6.80757, 1.84514, 1.71915], [-5.41940, 3.59382, 0.64888], [4.06229, -1.77486, -3.18464], [2.12499, -1.61290, -2.81993], [4.99737, -2.78681, -1.75798], [4.90952, -0.02388, -3.51619], [4.15563, -2.36482, -4.08492], [-2.22238, 1.33333, -3.68859], [-3.39551, 1.98688, -3.29468], [-3.84502, 3.11759, -3.94868], [-3.10944, 3.54160, -5.08077], [-1.95333, 2.88582, -5.46388], [-1.50489, 1.75325, -4.82361], [-0.24041, 1.25950, -5.04126], [-4.92057, 3.79610, -3.51463], [-2.01880, 0.43135, -3.12235], [-3.91378, 1.65771, -2.40241], [-3.32440, 4.47534, -5.58610], [-1.31817, 3.29225, -6.24293], [-0.17013, 0.36348, -4.70111], [-5.08733, 4.61306, -3.99226], [-1.92524, -5.44746, -2.90667], [-1.60276, -4.11117, -2.66191], [-2.63088, -3.32445, -2.13881], [-3.85180, -3.84454, -1.72559], [-4.10315, -5.21234, -1.89575], [-3.12674, -5.98733, -2.51014], [-3.36542, -7.26862, -2.92933], [-2.43145, -1.97485, -1.93116], [-1.18684, -6.09079, -3.36910], [-0.64233, -3.66680, -2.87717], [-4.58984, -3.28876, -1.16388], [-5.05631, -5.71962, -1.81282], [-3.85013, -7.87069, -2.36315], [-1.87487, -1.63247, -2.63669], [9.84586, 2.73170, -1.03042], [9.46938, 3.14742, -2.29017], [8.16609, 2.84854, -2.70534], [7.22091, 2.33746, -1.82175], [7.60355, 2.00127, -0.55129], [8.92931, 2.19526, -0.16133], [9.32979, 1.95737, 1.14914], [7.78704, 2.82489, -4.02376], [10.87151, 2.86358, -0.70880], [10.13641, 3.48082, -3.07512], [6.20848, 2.20718, -2.17632], [6.88681, 1.58871, 0.14895], [8.81127, 2.53803, 1.71522], [8.21203, 3.49565, -4.56882], [2.30616, 2.66120, -1.87754], [0.92025, 2.56550, -2.03562], [0.02876, 3.05366, -1.06776], [0.55074, 3.62194, 0.08867], [1.92265, 3.68419, 0.27190], [2.78566, 3.33671, -0.75044], [4.14421, 3.52082, -0.68809], [-1.31129, 3.00426, -1.30339], [2.94758, 2.37620, -2.69996], [0.53096, 2.28052, -3.00660], [-0.09904, 4.14367, 0.77809], [2.35876, 4.03111, 1.20137], [4.51867, 3.67594, -1.55737], [-1.64968, 3.06047, -2.20506], [1.48596, -4.66256, 0.62699], [0.35341, -4.16881, 0.55272], [2.38781, -4.47780, 1.60770], [1.91353, -5.49179, -0.39784], [3.13601, -5.13390, 1.70759], [2.24694, -3.68631, 2.20599], [2.75450, -6.01926, -0.25677], [1.16449, -5.74808, -1.01666]],
  "forces_ev_per_a": [[0.636, -1.855, 0.819], [-0.550, 0.285, 0.504], [0.092, -0.295, -0.392], [0.358, 0.390, -0.432], [-1.049, -0.873, -0.107], [0.851, -0.043, 1.955], [0.450, -0.153, -0.731], [-0.031, 0.777, 1.138], [-0.763, -0.624, -0.565], [-0.445, -0.367, -0.898], [-1.794, 0.467, 1.536], [1.834, -0.893, -1.366], [-0.016, -0.037, -0.593], [-0.193, 0.722, -0.097], [0.057, 0.035, 0.095], [0.318, 0.070, -0.031], [-0.052, 0.195, -0.104], [-0.514, -0.082, 0.215], [0.160, 0.223, 0.061], [-0.069, 0.315, 0.430], [0.212, 0.426, -0.056], [-0.152, 0.322, -0.729], [0.176, -0.071, -0.371], [0.092, -0.129, -0.063], [-0.124, 0.350, 0.328], [-0.086, -0.007, -0.780], [-0.254, 0.265, -0.266], [0.074, 0.522, 0.353], [0.121, -0.002, 0.416], [-0.142, -0.165, -0.016], [-0.137, 0.172, 0.718], [0.810, 0.279, 0.094], [0.387, -0.282, -0.659], [-0.490, 0.116, 0.074], [-0.330, 0.392, 0.457], [0.100, 0.004, 0.007], [0.093, -0.180, 1.138], [0.098, -0.257, -0.440], [-0.217, 0.415, -0.952], [0.444, -0.214, 0.439], [-0.389, 0.197, -0.197], [-1.266, -0.574, 0.181], [0.231, 0.279, -0.142], [0.734, 0.231, 0.442], [0.183, -0.019, -0.101], [0.061, 0.039, -0.114], [0.046, -0.159, -0.316], [0.571, 0.625, 0.235], [-0.356, -0.347, 0.748], [-0.431, -0.042, -0.918], [0.130, 0.093, 0.263], [1.019, 0.322, 0.562], [-0.499, 0.611, -0.077], [-0.480, -0.268, 0.262], [-0.267, -0.365, -0.511], [-0.324, 0.101, 0.219], [-0.449, 0.163, 0.740], [-0.176, -0.600, -0.811], [0.560, 0.149, 0.402], [-0.050, 0.244, 0.034], [-0.148, 0.086, -0.386], [0.158, 0.322, 0.605], [0.826, -0.139, -0.251], [-0.588, 0.665, -0.757], [-0.512, -1.045, 0.255], [-0.006, 0.063, -0.009], [-1.092, -0.060, -0.745], [0.052, -0.121, 0.269], [1.098, 0.566, -1.752], [0.082, -0.027, 0.767], [0.471, 0.180, -0.616], [-0.036, -0.399, 2.365], [-0.155, 0.104, -0.814], [-0.683, -0.195, 0.803], [0.574, 0.102, -0.055], [-0.082, -0.094, -0.093], [-0.341, -0.049, 0.008], [-0.193, 0.032, -0.109], [-0.025, -0.048, 0.026], [0.234, -0.072, -0.224], [1.454, 0.413, 0.171], [-1.651, -0.388, 0.069], [0.155, 0.130, 0.384], [-0.083, -1.345, 0.325], [0.775, 0.022, -1.021], [-0.683, -0.234, -0.167], [0.485, -0.426, -0.607], [0.041, 0.562, 0.038], [-0.105, -0.095, -0.037], [0.119, -0.110, -0.172], [0.464, 0.276, -0.686], [-0.201, 0.462, 0.664], [-0.210, 0.483, 0.472], [0.018, -0.095, -0.021], [0.804, 0.677, -0.084], [-1.126, -1.026, -1.064], [0.237, -0.282, -0.056], [0.195, 0.318, -0.569], [0.353, -0.067, 0.712], [-0.629, 0.191, 0.675], [-0.066, -0.198, -0.202], [-0.393, 0.484, -0.253], [-0.067, 0.032, 0.143], [0.366, 0.142, 0.354], [-0.012, -0.196, 0.030], [0.047, 0.057, 0.056], [0.026, -0.111, 0.072], [0.216, -0.004, 0.226], [-1.554, 0.988, 0.246], [0.300, 0.276, -0.066], [0.772, -0.062, -1.335], [-0.524, -0.107, -0.171], [0.729, 0.308, 0.075], [0.606, -1.228, -1.406], [-0.034, 0.455, 1.228], [-0.656, 0.326, 1.387], [0.171, -0.096, 0.103], [-0.067, -0.382, 0.121], [-0.123, -0.283, 0.113], [-0.137, 0.392, -0.062], [-0.141, -0.049, -0.168], [0.735, -0.118, -0.208], [-0.979, -1.113, -2.105], [1.795, -0.329, 0.094], [-0.332, 0.429, 0.175], [-0.315, 0.897, 1.135], [0.331, 0.303, 0.287], [0.269, -0.258, 0.450], [-0.090, -0.330, -0.519], [0.279, -0.454, -0.143]]
}

=====

{
  "formula": "C22H27GdO",
  "method": "the ωB97M-V functional and the def2-TZVPD basis",
  "multiplicity": 8,
  "charge": -2,
  "homo_ev": [2.7, 0.0],
  "orbital_gap_ev": [2.047, 4.809],
  "e_lumo_ev": [4.8, 4.8],
  "species": ["Gd", "C", "C", "C", "H", "C", "C", "H", "H", "H", "H", "C", "C", "C", "H", "C", "C", "H", "H", "H", "H", "O", "C", "C", "C", "C", "C", "H", "H", "H", "H", "H", "H", "H", "H", "H", "H", "C", "C", "C", "C", "C", "C", "C", "H", "H", "H", "H", "H", "H", "H"],
  "coordinates": [[0.00000, 0.00000, 0.00000], [1.81680, 0.19850, 1.48120], [2.29070, -0.63420, 0.44260], [2.33040, 0.11910, -0.73740], [2.51290, -1.68090, 0.53700], [1.87200, 1.42040, -0.45450], [1.58550, 1.47420, 0.92850], [1.24440, 2.33840, 1.46920], [1.65800, -0.09820, 2.50340], [2.61050, -0.25300, -1.70740], [1.77770, 2.23190, -1.15630], [-2.15150, 0.07830, 1.08660], [-1.45450, 1.23130, 1.47180], [-1.23530, 2.01480, 0.31430], [-1.12320, 1.46500, 2.46950], [-1.78120, 1.33440, -0.78630], [-2.34200, 0.12530, -0.30640], [-2.78720, -0.65320, -0.89920], [-2.41240, -0.74470, 1.72570], [-0.73020, 2.96390, 0.27460], [-1.79170, 1.69260, -1.80030], [-0.08350, -0.98400, -1.99780], [-0.19910, -0.62570, -3.43880], [0.49080, -1.94860, -3.80600], [0.55000, 0.63710, -3.76530], [-1.65180, -0.57050, -3.84570], [0.40480, -2.31760, -2.33160], [1.50570, -1.81930, -4.17220], [-0.06270, -2.58520, -4.49040], [-0.33090, -3.06830, -2.06170], [1.33580, -2.53540, -1.81860], [0.53600, 0.80310, -4.84200], [1.58580, 0.58150, -3.44360], [0.09030, 1.49670, -3.28360], [-1.74910, -0.84810, -4.89500], [-2.06760, 0.42520, -3.72190], [-2.24440, -1.26460, -3.25410], [-0.37850, -2.15940, 1.41000], [-0.71840, -2.31780, 2.88080], [-1.05890, -3.56830, 3.41220], [-1.33160, -3.73320, 4.78790], [-1.16680, -2.67330, 5.65850], [-0.80910, -1.40000, 5.13880], [-0.59280, -1.24300, 3.78940], [0.56380, -1.80230, 1.64300], [0.08770, -3.08470, 0.98220], [-1.14530, -4.44120, 2.76910], [-1.54390, -4.71710, 5.18300], [-1.32640, -2.77870, 6.72630], [-0.68270, -0.56400, 5.82230], [-0.31100, -0.26660, 3.44570]],
  "forces_ev_per_a": [[-0.522, -3.395, -0.336], [1.513, 0.433, 1.022], [1.530, -0.115, -0.006], [1.255, 0.222, -0.021], [0.111, -0.229, -0.051], [1.598, 0.575, -0.096], [1.089, 0.929, 0.416], [-0.064, 0.121, 0.056], [0.091, 0.032, 0.107], [0.045, -0.085, -0.123], [-0.031, 0.074, -0.124], [-1.701, 0.458, 0.294], [-1.090, 0.659, 0.675], [-0.732, 1.027, 0.249], [0.006, 0.073, 0.089], [-1.517, 0.960, -0.478], [-1.680, 0.455, 0.316], [-0.041, -0.132, -0.114], [-0.082, 0.056, 0.015], [0.071, 0.117, 0.001], [-0.028, 0.028, -0.169], [0.005, -0.946, -2.055], [0.092, -0.362, 0.362], [-0.077, -0.147, -0.202], [0.075, 0.036, -0.080], [-0.115, 0.031, -0.202], [-0.013, 0.331, 0.018], [0.098, -0.002, -0.023], [-0.031, -0.032, -0.059], [-0.170, -0.091, -0.017], [0.189, 0.063, 0.091], [-0.052, -0.061, -0.093], [0.117, -0.045, -0.001], [-0.101, 0.114, 0.118], [0.022, 0.017, -0.061], [-0.100, 0.149, 0.109], [-0.015, -0.143, 0.016], [-0.234, -1.558, 1.337], [0.095, -1.011, -1.739], [-0.794, -0.173, 1.286], [0.765, 0.180, -0.834], [-0.016, 1.131, 0.044], [-0.242, -1.215, 0.439], [-0.293, -0.089, 0.227], [2.333, 1.836, -0.047], [-1.275, -0.408, 0.245], [0.059, 0.225, -0.092], [-0.188, -0.152, -0.010], [-0.024, -0.109, -0.011], [-0.015, -0.029, -0.099], [0.083, 0.200, -0.390]]
}

=====

Record-wise DFT total energy values, in eV: -1328148.640; -46124.341